# 1
# C77H165MnN8O15

A molecular structure, C77H165MnN8O15 at a distorted geometry (the ωB97M-V functional and the def2-TZVPD basis, the OMol25 dataset).

Cartesian coordinates (Å):
Mn: 0.10 0.67 0.83
C: 2.61 0.79 10.05
C: 2.93 1.19 8.61
C: 1.73 1.32 7.74
N: 1.93 1.50 6.23
C: 2.82 2.78 5.91
C: 2.16 4.06 6.55
C: 0.66 4.30 6.06
C: -0.19 3.04 6.02
C: 0.52 1.75 5.55
C: 2.52 0.19 5.62
H: 2.34 -0.27 10.09
H: 1.77 1.36 10.45
H: 3.43 0.90 10.75
H: 3.76 0.60 8.24
H: 3.38 2.18 8.72
H: 1.14 2.16 8.11
H: 1.04 0.47 7.79
H: 3.82 2.69 6.33
H: 2.87 2.97 4.84
H: 2.32 4.25 7.61
H: 2.62 4.94 6.10
H: 0.17 5.06 6.66
H: 0.63 4.75 5.07
H: -0.60 2.86 7.01
H: -1.06 3.15 5.36
H: -0.12 0.87 5.65
H: 0.78 1.86 4.50
H: 1.97 -0.66 6.01
H: 3.58 0.18 5.89
H: 2.44 0.17 4.53
C: -1.03 -1.71 -4.44
C: -2.18 -1.73 -5.54
C: -2.08 -2.93 -6.50
N: -3.49 -3.43 -7.05
C: -4.33 -4.11 -5.92
C: -3.82 -5.54 -5.63
C: -3.55 -6.48 -6.82
C: -2.65 -5.78 -7.89
C: -3.25 -4.39 -8.25
C: -4.22 -2.26 -7.67
H: -1.18 -1.02 -3.61
H: -0.11 -1.41 -4.95
H: -0.82 -2.71 -4.08
H: -2.27 -0.87 -6.20
H: -3.21 -1.62 -5.18
H: -1.66 -3.79 -5.98
H: -1.45 -2.66 -7.34
H: -4.14 -3.53 -5.02
H: -5.38 -4.09 -6.19
H: -2.91 -5.42 -5.04
H: -4.57 -5.98 -4.97
H: -3.09 -7.41 -6.48
H: -4.45 -6.77 -7.36
H: -1.64 -5.71 -7.49
H: -2.63 -6.48 -8.73
H: -2.77 -3.87 -9.07
H: -4.26 -4.63 -8.56
H: -5.03 -2.66 -8.28
H: -3.52 -1.85 -8.40
H: -4.69 -1.69 -6.87
C: 2.28 -2.90 3.46
C: 3.76 -2.78 3.74
C: 4.66 -3.68 2.85
N: 6.18 -3.80 3.24
C: 6.36 -4.85 4.47
C: 7.83 -5.22 4.72
C: 8.61 -5.65 3.45
C: 8.46 -4.64 2.29
C: 6.95 -4.31 2.04
C: 6.70 -2.40 3.74
H: 1.99 -3.93 3.25
H: 1.92 -2.44 2.54
H: 1.60 -2.50 4.20
H: 3.96 -3.09 4.77
H: 3.87 -1.71 3.59
H: 4.70 -3.23 1.86
H: 4.42 -4.74 2.78
H: 5.87 -5.81 4.28
H: 5.96 -4.26 5.29
H: 7.91 -5.91 5.56
H: 8.40 -4.37 5.08
H: 8.17 -6.54 2.99
H: 9.62 -5.92 3.75
H: 9.08 -5.03 1.48
H: 9.01 -3.72 2.49
H: 6.50 -5.22 1.63
H: 6.80 -3.53 1.29
H: 7.67 -2.48 4.23
H: 6.03 -2.19 4.57
H: 6.63 -1.56 3.04
C: 3.90 2.23 -5.48
C: 2.61 3.02 -5.08
C: 1.38 2.13 -4.90
N: 0.05 2.91 -4.39
C: -1.15 1.95 -4.63
C: -2.44 2.35 -3.82
C: -2.22 2.42 -2.33
C: -1.02 3.41 -2.11
C: 0.27 3.05 -2.84
C: -0.21 4.20 -5.18
H: 4.75 2.87 -5.75
H: 3.68 1.66 -6.38
H: 4.23 1.54 -4.71
H: 2.29 3.81 -5.77
H: 2.75 3.63 -4.19
H: 1.62 1.39 -4.14
H: 1.20 1.69 -5.88
H: -0.75 0.96 -4.40
H: -1.35 2.07 -5.69
H: -3.22 1.60 -3.96
H: -2.76 3.31 -4.23
H: -2.04 1.41 -1.96
H: -3.20 2.71 -1.97
H: -0.91 3.58 -1.04
H: -1.37 4.37 -2.48
H: 0.76 2.23 -2.32
H: 0.93 3.91 -2.75
H: -1.10 4.66 -4.76
H: -0.40 3.86 -6.21
H: 0.61 4.89 -4.99
C: 2.98 6.43 1.31
C: 1.53 6.00 1.16
C: 0.70 7.24 1.48
N: -0.90 6.99 1.67
C: -1.46 8.42 1.71
C: -2.97 8.44 2.18
C: -3.09 7.75 3.54
C: -2.63 6.30 3.50
C: -1.14 6.13 3.00
C: -1.57 6.06 0.65
H: 3.30 7.10 0.51
H: 3.63 5.56 1.33
H: 3.24 6.91 2.25
H: 1.30 5.28 1.95
H: 1.39 5.58 0.16
H: 0.79 7.91 0.62
H: 1.00 7.67 2.43
H: -0.86 8.98 2.43
H: -1.34 8.86 0.72
H: -3.36 9.45 2.22
H: -3.62 7.81 1.57
H: -2.53 8.20 4.36
H: -4.14 7.69 3.81
H: -2.67 5.87 4.50
H: -3.20 5.54 2.98
H: -0.46 6.61 3.70
H: -0.79 5.10 2.96
H: -1.10 5.09 0.72
H: -1.28 6.58 -0.26
H: -2.64 6.06 0.84
C: 1.35 -5.21 0.28
C: -0.06 -4.68 0.51
C: -1.00 -4.88 -0.74
N: -2.48 -4.40 -0.59
C: -3.21 -4.88 -1.93
C: -4.47 -4.15 -2.31
C: -4.38 -2.66 -2.18
C: -3.87 -2.29 -0.84
C: -2.46 -2.84 -0.58
C: -3.10 -4.98 0.66
H: 2.12 -4.70 0.86
H: 1.75 -5.27 -0.74
H: 1.35 -6.22 0.70
H: -0.02 -3.61 0.70
H: -0.41 -5.14 1.44
H: -1.13 -5.89 -1.12
H: -0.61 -4.25 -1.54
H: -2.58 -4.58 -2.78
H: -3.26 -5.97 -1.94
H: -4.76 -4.44 -3.32
H: -5.39 -4.47 -1.81
H: -3.64 -2.31 -2.90
H: -5.34 -2.27 -2.51
H: -3.79 -1.21 -0.75
H: -4.52 -2.68 -0.06
H: -1.76 -2.42 -1.30
H: -2.05 -2.58 0.40
H: -2.73 -6.00 0.63
H: -4.16 -4.78 0.55
H: -2.63 -4.41 1.46
C: 4.52 0.07 1.22
C: 5.32 -0.82 0.31
C: 4.52 -1.24 -0.85
N: 5.29 -1.83 -2.09
C: 6.31 -3.00 -1.71
C: 5.57 -4.27 -1.24
C: 4.59 -4.73 -2.31
C: 3.60 -3.69 -2.71
C: 4.26 -2.28 -3.13
C: 6.21 -0.78 -2.69
H: 5.18 0.21 2.08
H: 3.56 -0.33 1.55
H: 4.36 1.06 0.80
H: 5.55 -1.66 0.96
H: 6.33 -0.45 0.12
H: 3.98 -0.36 -1.20
H: 3.89 -2.09 -0.57
H: 6.86 -2.68 -0.82
H: 6.87 -3.26 -2.61
H: 4.97 -4.07 -0.35
H: 6.30 -5.08 -1.11
H: 4.17 -5.64 -1.86
H: 5.05 -5.22 -3.17
H: 2.96 -3.47 -1.86
H: 3.06 -4.07 -3.58
H: 3.64 -1.41 -3.33
H: 4.84 -2.28 -4.06
H: 5.69 0.08 -3.11
H: 6.79 -1.24 -3.49
H: 6.89 -0.41 -1.93
C: -5.00 -0.59 2.29
C: -6.28 -0.48 1.34
C: -6.36 0.89 0.62
N: -7.70 1.32 0.03
C: -7.37 2.67 -0.72
C: -8.61 3.20 -1.42
C: -9.00 2.15 -2.50
C: -9.36 0.72 -1.90
C: -8.19 0.24 -1.02
C: -8.76 1.52 1.15
H: -5.03 -1.64 2.58
H: -5.04 -0.02 3.21
H: -3.99 -0.45 1.89
H: -7.13 -0.57 2.01
H: -6.21 -1.30 0.63
H: -5.66 0.83 -0.21
H: -5.94 1.61 1.32
H: -6.56 2.37 -1.38
H: -6.95 3.41 -0.04
H: -8.38 4.12 -1.95
H: -9.47 3.25 -0.75
H: -8.14 2.08 -3.16
H: -9.90 2.51 -2.98
H: -9.57 -0.03 -2.66
H: -10.22 0.79 -1.24
H: -7.33 0.13 -1.69
H: -8.36 -0.68 -0.48
H: -8.78 0.59 1.73
H: -9.74 1.67 0.71
H: -8.48 2.40 1.73
O: 1.18 -1.75 -2.23
C: 0.85 -0.93 -1.18
O: 0.02 -0.04 -1.25
O: 1.24 -1.05 -0.06
H: 0.53 -1.39 -2.84
O: 3.05 3.25 1.64
C: 2.00 2.41 1.41
O: 1.50 2.27 0.26
O: 1.62 1.61 2.24
H: 3.09 3.71 0.79
O: -2.32 -0.17 3.88
C: -1.52 -0.93 3.20
O: -1.36 -2.13 3.53
O: -0.90 -0.43 2.20
H: -2.26 0.72 3.52
O: 3.12 2.16 -1.92
C: 4.21 2.89 -1.75
O: 4.06 3.86 -1.00
O: 5.29 2.58 -2.30
H: 2.51 2.58 -1.31
O: -3.26 3.48 1.22
C: -2.30 2.71 1.70
O: -2.28 2.49 2.91
O: -1.52 2.11 0.96
H: -3.57 3.91 2.02

## Properties
Frontier orbital gap   6.2 eV
Electronic energy   -156436.8574 eV
E_LUMO   -8.6 eV
Molar mass   1498.1 g mol⁻¹
<S²>   8.75
Spin multiplicity   6
Charge   +5

# 2
# C43H37CsN8O2

A molecular structure, C43H37CsN8O2 (the ωB97M-V functional and the def2-TZVPD basis, the OMol25 dataset).

Cartesian coordinates (Å):
Cs: 0.02 0.26 0.17
C: 0.17 4.86 3.33
O: 0.49 3.77 4.23
C: 0.38 2.65 3.48
N: 0.15 2.76 2.24
C: 0.14 4.19 1.93
C: 1.31 4.60 1.07
C: 1.32 5.88 0.51
C: 2.41 6.32 -0.22
C: 3.50 5.48 -0.41
C: 3.49 4.20 0.11
C: 2.40 3.77 0.85
C: 0.61 1.38 4.21
C: 1.14 1.40 5.50
C: 1.39 0.19 6.12
C: 1.11 -0.99 5.44
C: 0.57 -0.90 4.17
N: 0.32 0.26 3.56
C: 0.21 -2.13 3.41
N: -0.38 -2.18 2.30
C: -0.59 -3.60 1.98
C: 0.21 -4.34 3.08
O: 0.55 -3.30 4.02
C: -2.07 -3.94 1.96
C: -2.64 -4.49 0.82
C: -3.99 -4.82 0.80
C: -4.77 -4.60 1.92
C: -4.21 -4.04 3.07
C: -2.86 -3.71 3.08
H: 0.94 5.62 3.43
H: -0.80 5.27 3.63
H: -0.79 4.44 1.41
H: 0.46 6.53 0.64
H: 2.41 7.31 -0.65
H: 4.35 5.82 -0.99
H: 4.32 3.53 -0.07
H: 2.39 2.76 1.26
H: 1.34 2.34 5.98
H: 1.81 0.16 7.11
H: 1.30 -1.96 5.88
H: -0.18 -3.81 1.00
H: 1.13 -4.78 2.71
H: -0.38 -5.09 3.61
H: -2.03 -4.66 -0.06
H: -4.43 -5.24 -0.09
H: -5.83 -4.85 1.91
H: -4.82 -3.86 3.94
H: -2.42 -3.27 3.97
C: -2.16 -3.14 -6.36
C: -1.28 -2.27 -5.50
C: -0.98 -0.95 -5.85
C: -0.26 -0.13 -5.01
C: 0.23 -0.56 -3.75
N: 0.75 0.31 -2.85
C: 1.64 1.26 -3.24
C: 2.79 0.91 -4.01
C: 3.80 1.80 -4.30
C: 3.75 3.12 -3.84
C: 4.89 4.09 -4.06
C: 2.62 3.50 -3.14
C: 1.57 2.62 -2.87
N: 0.38 3.23 -2.36
C: -0.09 4.43 -2.79
C: -1.23 4.72 -2.08
C: -1.40 3.60 -1.24
N: -0.42 2.72 -1.41
C: 0.03 -1.94 -3.48
C: -0.75 -2.74 -4.32
N: 0.77 -2.64 -2.46
C: 1.34 -3.86 -2.66
C: 1.96 -4.22 -1.49
C: 1.73 -3.13 -0.64
N: 1.00 -2.19 -1.22
H: -2.14 -2.80 -7.40
H: -3.20 -3.11 -6.03
H: -1.84 -4.18 -6.34
H: -1.34 -0.55 -6.79
H: -0.07 0.90 -5.29
H: 2.85 -0.12 -4.34
H: 4.65 1.46 -4.87
H: 5.49 3.79 -4.92
H: 5.55 4.14 -3.20
H: 4.52 5.10 -4.25
H: 2.54 4.52 -2.79
H: 0.41 4.97 -3.58
H: -1.87 5.58 -2.19
H: -2.19 3.40 -0.54
H: -0.92 -3.77 -4.03
H: 1.29 -4.34 -3.62
H: 2.54 -5.11 -1.31
H: 2.07 -2.98 0.38

## Properties
Frontier orbital gap   5.5 eV
Electronic energy   -61755.3459 eV
E_LUMO   -0.2 eV
Molar mass   830.7 g mol⁻¹
Energy above the lowest of the compared OMol25 structures with the same formula, charge and spin   0.0 kJ/mol
Spin multiplicity   1

# 3
# C35H41N3O3SSi2Tc

A molecular structure, C35H41N3O3SSi2Tc at a distorted geometry (the ωB97M-V functional and the def2-TZVPD basis, the OMol25 dataset).

Cartesian coordinates (Å):
Tc: 0.84 0.67 0.39
C: 1.36 2.67 3.53
Si: 1.36 0.88 2.88
C: 0.09 0.01 4.12
C: 3.12 0.22 3.38
C: 3.65 0.09 4.68
C: 4.93 -0.42 4.95
C: 5.77 -0.75 3.88
C: 5.29 -0.55 2.61
C: 3.97 -0.05 2.30
Si: 3.27 0.45 0.59
C: 4.33 2.04 0.19
C: 3.86 -0.82 -0.75
H: 1.59 2.68 4.60
H: 0.41 3.06 3.35
H: 2.16 3.18 2.96
H: -0.87 0.49 4.07
H: 0.59 0.26 5.10
H: 0.05 -1.04 3.92
H: 3.08 0.30 5.55
H: 5.36 -0.53 5.92
H: 6.78 -1.12 4.02
H: 5.97 -0.81 1.80
H: 5.44 1.80 0.06
H: 4.37 2.80 0.96
H: 4.03 2.44 -0.74
H: 4.79 -1.32 -0.45
H: 3.86 -0.41 -1.78
H: 3.09 -1.61 -0.80
C: 1.22 4.07 -1.07
C: 0.03 3.58 -0.26
C: -1.17 3.27 -1.14
C: -0.43 4.65 0.71
N: 0.38 2.44 0.52
H: 0.99 4.98 -1.63
H: 1.55 3.27 -1.72
H: 2.17 4.30 -0.44
H: -1.58 4.26 -1.35
H: -1.96 2.73 -0.58
H: -0.86 2.67 -2.03
H: -0.60 5.59 0.27
H: 0.19 4.77 1.61
H: -1.42 4.36 1.21
C: -1.58 -5.34 0.52
C: -0.79 -4.09 0.45
C: -1.17 -3.15 -0.52
C: -0.52 -1.92 -0.53
N: 0.38 -1.55 0.42
C: 0.69 -2.45 1.31
C: 0.18 -3.73 1.33
H: -1.10 -6.14 1.11
H: -1.92 -5.59 -0.46
H: -2.49 -5.06 1.04
H: -1.95 -3.36 -1.24
H: -0.91 -1.15 -1.23
H: 1.32 -2.11 2.11
H: 0.62 -4.28 2.16
C: 0.88 0.43 -1.69
C: 0.79 0.16 -2.87
C: 1.15 -0.15 -4.25
C: 2.49 0.10 -4.71
C: 2.91 -0.22 -5.96
C: 2.03 -0.78 -6.87
C: 0.71 -1.03 -6.51
C: 0.31 -0.76 -5.21
H: 3.13 0.62 -4.06
H: 3.91 0.03 -6.31
H: 2.30 -0.99 -7.95
H: 0.00 -1.50 -7.20
H: -0.74 -0.88 -4.91
O: -4.09 -0.85 2.05
C: -4.68 -1.41 1.16
N: -4.50 -2.67 0.64
S: -5.40 -2.95 -0.69
O: -6.29 -4.12 -0.61
O: -4.55 -2.97 -1.86
C: -6.33 -1.43 -0.63
C: -7.34 -1.00 -1.42
C: -8.01 0.18 -1.05
C: -7.55 0.91 0.05
C: -6.40 0.54 0.68
C: -5.79 -0.67 0.38
H: -7.72 -1.64 -2.24
H: -8.87 0.50 -1.59
H: -8.18 1.72 0.32
H: -5.98 1.19 1.45

## Properties
Frontier orbital gap (alpha / beta)   5.4 / 6.6 eV
Electronic energy   -76360.9285 eV
E_LUMO (alpha / beta)   4.4 / 4.4 eV
Molar mass   738.0 g mol⁻¹
Energy above the lowest of the compared OMol25 structures with the same formula, charge and spin   0.0 kJ/mol
<S²>   3.78
Spin multiplicity   4
Charge   -2

# 4
# C6H10O

C6H10O in the gas phase (the ωB97M-V functional and the def2-TZVPD basis, the OMol25 dataset).

Cartesian coordinates (Å):
C: 1.03 1.90 0.65
C: 0.35 0.55 0.48
C: -1.03 0.63 -0.18
C: -1.56 -0.77 -0.32
C: -0.71 -1.79 -0.45
C: 0.77 -1.57 -0.52
O: 1.20 -0.24 -0.34
H: 0.39 2.59 1.20
H: 1.27 2.33 -0.32
H: 1.97 1.78 1.21
H: 0.23 0.07 1.47
H: -0.90 1.09 -1.17
H: -1.71 1.27 0.39
H: -2.64 -0.93 -0.27
H: -1.06 -2.82 -0.51
H: 1.28 -2.23 0.20
H: 1.13 -1.86 -1.52

## Properties
Frontier orbital gap   10.4 eV
SMILES string   C[C@H]1CC=CCO1
Electronic energy   -8430.8908 eV
E_LUMO   1.2 eV
Molar mass   98.1 g mol⁻¹
Energy above the lowest of the compared OMol25 structures with the same formula, charge and spin   33.7 kJ/mol
Spin multiplicity   1

Q: Among the records above, which one has the lowest molar mass?
A: C6H10O